ORCA calculation (ωB97M-V/def2-TZVPD) on a cluster of 2 separate species, CH2N2O3S in total in a non-equilibrium geometry.

Each line ends with the Löwdin charge.
Positions of all 9 atoms, in Å:
C -1.207 1.608 0.105  -0.91
N -1.213 0.174 -0.066  -0.26
N 2.165 -1.180 0.021  -0.36
O -1.951 2.076 0.964  -0.11
O -0.361 2.285 -0.574  -0.16
O -1.011 -2.298 0.021  -0.67
S -0.467 -1.010 0.632  0.76
H 2.333 -0.117 -0.174  -0.15
H 1.711 -1.538 -0.929  -0.15

The gap between HOMO and LUMO (alpha / beta) comes out at 5.760 / 5.765 eV. For the LUMO energy (alpha / beta), the calculation gives 6.61 / 6.61 eV. The value obtained for the HOMO energy (alpha / beta) is 0.854 / 0.849 eV. Its charge is -2. For the energy relative to the best compared isomer or geometry (same formula, charge and spin), the calculation gives 144.21 kJ/mol.



ORCA calculation (ωB97M-V/def2-TZVPD) on the molecule C9H20O.

Each line ends with the Löwdin charge.
Positions of all 30 atoms, in Å:
C 3.145 0.217 -0.284  -0.11
C 2.104 1.309 -0.087  -0.19
C 0.674 1.001 -0.570  -0.33
O 0.735 0.891 -1.999  -0.05
C -0.108 -0.220 0.051  -0.43
C 0.323 -1.541 -0.633  -0.05
C 0.194 -0.357 1.560  -0.05
C -1.668 0.028 -0.175  -0.36
C -2.525 -1.244 -0.249  -0.08
C -2.296 0.965 0.873  -0.08
H 3.046 -0.569 0.469  0.06
H 3.082 -0.234 -1.278  0.08
H 4.150 0.637 -0.171  0.07
H 2.458 2.180 -0.656  0.12
H 2.092 1.615 0.965  0.11
H 0.103 1.915 -0.368  0.13
H -0.169 0.831 -2.341  0.09
H 1.392 -1.733 -0.523  0.07
H 0.095 -1.539 -1.703  0.09
H -0.179 -2.407 -0.186  0.08
H 1.217 -0.700 1.742  0.08
H 0.078 0.597 2.086  0.08
H -0.470 -1.089 2.032  0.09
H -1.798 0.525 -1.144  0.12
H -2.276 -1.834 -1.137  0.07
H -2.399 -1.871 0.638  0.08
H -3.588 -0.990 -0.334  0.08
H -1.724 1.890 0.991  0.07
H -2.372 0.479 1.852  0.08
H -3.313 1.246 0.576  0.08

The gap between HOMO and LUMO comes out at 10.696 eV. For the LUMO energy, the calculation gives 0.80 eV. The value obtained for the HOMO energy is -9.897 eV. For the energy relative to the best compared isomer or geometry (same formula, charge and spin), the calculation gives 4.34 kJ/mol.



ORCA calculation (ωB97M-V/def2-TZVPD) on the molecule C5H10N2O in a non-equilibrium geometry.

Each line ends with the Löwdin charge.
Positions of all 18 atoms, in Å:
H -2.190 -1.467 0.073  -0.02
N -2.476 -0.551 0.072  0.13
C -1.397 0.127 -0.280  -0.41
C -1.710 1.557 0.071  -0.09
N -0.161 -0.506 -0.439  -0.02
C 0.314 -1.714 -0.084  -0.20
C 0.902 -0.612 0.539  -0.28
C 2.198 -0.038 -0.062  -0.18
O 2.000 1.402 0.013  -0.16
H -2.573 1.608 1.028  0.17
H -1.776 2.290 -0.871  0.10
H -0.653 2.026 0.429  0.08
H -0.238 -2.253 0.860  0.17
H 1.078 -2.363 -0.671  0.15
H 0.612 -0.616 1.552  0.14
H 2.296 -0.602 -1.134  0.16
H 3.123 0.037 0.463  0.10
H 0.945 1.604 -0.364  0.16

The gap between HOMO and LUMO comes out at 10.387 eV. For the LUMO energy, the calculation gives 0.85 eV. The value obtained for the HOMO energy is -9.538 eV. For the energy relative to the best compared isomer or geometry (same formula, charge and spin), the calculation gives 607.90 kJ/mol.



ORCA calculation (ωB97M-V/def2-TZVPD) on the molecule C2H5N3OS in a non-equilibrium geometry.

Each line ends with the Löwdin charge.
Positions of all 12 atoms, in Å:
H 2.812 0.528 0.030  0.06
N 1.835 0.517 -0.323  0.05
C 1.466 -0.726 0.025  -0.23
N 0.163 -1.123 -0.045  0.02
C -1.001 -0.341 -0.040  -0.85
S -2.564 -0.972 -0.146  0.57
N -0.769 0.960 -0.069  -0.07
O -1.725 2.002 -0.016  -0.05
H 2.162 -1.623 0.382  0.17
H -0.044 -2.088 0.028  0.10
H 0.290 1.324 -0.001  0.15
H -2.623 1.543 0.175  0.09

The gap between HOMO and LUMO comes out at 9.003 eV. For the LUMO energy, the calculation gives 0.43 eV. The value obtained for the HOMO energy is -8.570 eV. For the energy relative to the best compared isomer or geometry (same formula, charge and spin), the calculation gives 285.73 kJ/mol.



ORCA calculation (ωB97M-V/def2-TZVPD) on a structure of composition C30H25Cl5N5O5RuS in a non-equilibrium geometry.

Each line ends with the Löwdin spin population.
Positions of all 72 atoms, in Å:
Ru -0.186 -1.494 1.614  0.03
N 0.249 -1.445 4.167  0.00
C 1.574 -0.834 4.052  0.00
C 2.392 -1.674 3.053  0.00
O 3.430 -2.229 3.423  0.00
N 1.842 -1.728 1.837  0.00
C 2.353 -2.714 0.939  0.00
C 1.346 -3.942 0.900  0.00
O 1.773 -5.007 0.476  0.00
O 0.188 -3.687 1.309  0.00
H -0.367 -0.876 4.740  0.00
H 0.316 -2.375 4.575  0.00
H 2.114 -0.809 5.012  0.00
H 1.443 0.184 3.674  0.00
H 3.333 -3.091 1.255  0.00
H 2.411 -2.320 -0.081  0.00
Cl -2.541 2.834 4.475  0.01
C -3.079 1.221 4.157  0.03
C -4.196 0.751 4.806  0.05
C -4.596 -0.551 4.546  0.09
Cl -5.964 -1.164 5.425  0.01
C -3.952 -1.376 3.610  0.02
C -4.335 -2.704 3.355  0.21
C -3.683 -3.418 2.349  0.09
C -2.701 -2.808 1.618  0.11
N -2.254 -1.550 1.879  0.18
C -2.838 -0.836 2.885  0.02
C -2.349 0.449 3.233  0.08
O -1.159 0.994 2.842  0.03
H -4.738 1.377 5.497  0.00
H -5.129 -3.161 3.924  0.02
H -3.959 -4.441 2.142  0.00
H -2.236 -3.297 0.770  0.01
Cl 0.439 5.723 0.450  0.00
C 0.320 4.594 -0.856  0.00
C 1.446 3.829 -1.228  0.00
C 1.337 2.967 -2.297  0.00
C 0.158 2.798 -3.014  0.00
C 0.033 1.931 -4.244  0.00
C -0.813 0.643 -4.000  0.00
N -0.404 -0.248 -2.942  0.00
C -0.339 -1.616 -3.038  0.00
C -0.087 -2.083 -1.780  0.00
N -0.001 -1.037 -0.917  0.00
C -0.194 0.045 -1.638  0.00
O 1.218 1.742 -4.991  0.00
C 2.071 0.612 -4.815  0.00
C 3.220 0.792 -3.871  0.00
C 4.309 1.606 -4.147  0.00
Cl 4.555 2.507 -5.585  0.00
S 5.518 1.577 -2.885  0.00
C 4.532 0.459 -1.983  0.00
C 3.364 0.154 -2.628  0.00
C -0.953 3.590 -2.598  0.00
Cl -2.464 3.509 -3.454  0.00
C -0.872 4.472 -1.540  0.00
H 2.378 3.934 -0.698  0.00
H 2.203 2.398 -2.588  0.00
H -0.583 2.504 -4.960  0.00
H -0.847 0.069 -4.932  0.00
H -1.833 0.987 -3.788  0.00
H -0.473 -2.131 -3.970  0.00
H 0.032 -3.096 -1.443  0.00
H -0.150 1.048 -1.272  0.00
H 2.469 0.453 -5.829  0.00
H 1.501 -0.272 -4.518  0.00
H 4.874 0.121 -1.028  0.00
H 2.626 -0.509 -2.209  0.00
H -1.732 5.063 -1.262  0.00
C -0.530 0.571 1.652  0.00
H -1.194 0.811 0.801  0.00
H 0.366 1.203 1.584  0.00

The gap between HOMO and LUMO (alpha / beta) comes out at 2.335 / 3.302 eV. For the LUMO energy (alpha / beta), the calculation gives 3.20 / 3.20 eV. The value obtained for the HOMO energy (alpha / beta) is 0.862 / -0.104 eV. The multiplicity is 2. Its charge is -2. For the energy relative to the best compared isomer or geometry (same formula, charge and spin), the calculation gives 183.98 kJ/mol.



ORCA calculation (ωB97M-V/def2-TZVPD) on a cluster of 11 separate species, C42H115N9O11 in total in a non-equilibrium geometry.

Each line ends with the Löwdin charge.
Positions of all 177 atoms, in Å:
C 14.971 8.337 18.880  -0.16
O 15.793 9.462 18.635  -0.17
C 14.830 10.224 17.839  -0.19
C 15.488 11.651 17.506  -0.38
C 14.392 12.582 16.888  -0.06
N 16.716 11.521 16.663  0.05
H 15.646 7.527 19.280  0.10
H 14.643 7.803 17.943  0.10
H 14.140 8.562 19.548  0.08
H 14.687 9.814 16.850  0.10
H 13.840 10.325 18.387  0.13
H 15.785 12.287 18.441  0.15
H 13.532 12.717 17.603  0.09
H 13.984 12.091 15.987  0.06
H 14.843 13.536 16.682  0.03
H 17.327 10.828 17.157  0.09
H 16.348 10.940 15.944  0.02
C 10.170 14.797 16.902  -0.08
O 10.382 13.821 17.957  -0.20
C 9.574 14.185 19.032  -0.24
C 9.961 13.590 20.459  -0.40
C 10.327 12.057 20.394  -0.05
N 8.936 13.904 21.443  0.02
H 10.553 14.324 15.979  0.08
H 10.549 15.820 17.081  0.09
H 9.067 14.991 16.936  0.09
H 9.613 15.287 19.180  0.12
H 8.527 13.965 18.874  0.11
H 10.885 14.145 20.746  0.11
H 10.926 11.857 19.525  0.05
H 9.455 11.403 20.261  0.08
H 10.774 11.827 21.356  0.07
H 8.809 13.194 22.203  0.09
H 9.088 14.812 21.876  0.07
C 11.315 10.263 15.305  -0.10
O 12.270 10.461 14.269  -0.24
C 11.789 10.678 12.921  -0.16
C 10.957 11.936 12.704  -0.48
C 10.619 12.104 11.256  -0.06
N 11.512 13.183 13.199  0.08
H 11.898 10.330 16.280  0.09
H 10.822 9.265 15.194  0.09
H 10.511 11.050 15.440  0.10
H 12.688 10.741 12.314  0.13
H 11.119 9.902 12.693  0.11
H 10.009 11.798 13.265  0.13
H 10.027 11.189 10.997  0.10
H 11.478 12.153 10.610  0.07
H 9.900 12.960 11.143  0.09
H 12.116 12.879 13.927  0.04
H 12.152 13.417 12.386  0.07
C 19.569 14.632 19.511  -0.10
O 18.729 14.857 18.387  -0.21
C 19.429 14.794 17.149  -0.22
C 18.697 15.491 15.990  -0.42
C 18.555 16.994 16.260  -0.05
N 17.405 14.888 15.941  0.04
H 20.213 15.512 19.723  0.10
H 20.194 13.725 19.348  0.10
H 18.869 14.441 20.300  0.08
H 20.432 15.217 17.289  0.12
H 19.596 13.737 16.856  0.13
H 19.310 15.266 15.129  0.14
H 18.239 17.090 17.295  0.07
H 17.851 17.508 15.556  0.07
H 19.535 17.547 16.238  0.10
H 17.334 13.832 15.971  0.10
H 16.960 15.181 16.831  0.09
C 17.459 21.337 21.110  -0.16
O 16.543 20.775 20.271  -0.21
C 17.096 20.358 18.962  -0.18
C 17.647 21.427 18.145  -0.49
C 16.528 22.468 17.874  -0.03
N 18.283 21.084 16.899  0.06
H 18.225 20.509 21.427  0.12
H 16.828 21.715 21.943  0.10
H 18.000 22.157 20.603  0.07
H 17.765 19.558 19.048  0.10
H 16.200 19.898 18.415  0.15
H 18.371 21.979 18.761  0.12
H 15.806 22.449 18.675  0.07
H 16.066 22.173 16.911  0.06
H 16.832 23.494 17.611  0.08
H 17.576 21.032 16.144  0.05
H 18.762 20.195 16.947  0.06
C 13.306 14.328 9.868  -0.12
O 12.227 14.648 10.699  -0.26
C 11.464 15.723 10.139  -0.19
C 10.173 16.081 10.893  -0.39
C 9.317 17.209 10.116  -0.04
N 10.533 16.594 12.225  0.04
H 13.632 15.186 9.244  0.10
H 12.992 13.503 9.204  0.09
H 14.026 13.924 10.559  0.07
H 12.182 16.604 10.038  0.15
H 11.324 15.417 9.110  0.11
H 9.481 15.231 10.936  0.11
H 8.360 17.270 10.660  0.07
H 9.180 16.865 9.080  0.07
H 9.814 18.164 10.097  0.05
H 11.212 16.025 12.735  0.05
H 9.699 16.603 12.831  0.08
C 16.384 14.672 11.908  -0.07
O 16.609 13.819 10.796  -0.21
C 17.734 13.935 10.073  -0.25
C 17.492 13.231 8.731  -0.42
C 16.271 13.705 7.944  -0.04
N 17.389 11.781 8.798  0.06
H 16.282 15.716 11.611  0.10
H 17.245 14.730 12.529  0.08
H 15.482 14.319 12.347  0.05
H 17.994 14.998 9.881  0.14
H 18.598 13.485 10.562  0.12
H 18.431 13.368 8.294  0.11
H 15.419 13.312 8.493  0.05
H 16.367 13.145 6.992  0.09
H 16.249 14.768 7.853  0.07
H 16.611 11.433 9.292  0.05
H 18.197 11.429 9.251  0.05
C 19.642 10.007 12.238  -0.11
O 18.244 9.981 11.953  -0.19
C 17.561 9.552 13.120  -0.24
C 16.084 9.827 12.870  -0.44
C 15.905 11.318 12.963  -0.05
N 15.235 9.263 13.865  0.08
H 20.122 10.478 11.362  0.09
H 19.973 8.968 12.450  0.09
H 19.911 10.544 13.154  0.08
H 17.641 8.472 13.360  0.13
H 17.991 10.047 14.041  0.13
H 15.960 9.498 11.811  0.15
H 14.887 11.636 13.148  0.07
H 16.258 11.803 12.091  0.05
H 16.543 11.693 13.799  0.09
H 14.462 9.805 14.173  0.03
H 15.011 8.307 13.756  0.07
C 11.695 20.027 12.686  -0.11
O 12.623 20.698 13.553  -0.16
C 13.912 20.133 13.409  -0.22
C 15.040 20.745 14.337  -0.33
C 15.313 22.286 13.871  -0.03
N 16.298 19.970 14.173  0.04
H 10.649 20.190 12.945  0.08
H 11.837 18.948 12.654  0.05
H 11.730 20.255 11.606  0.08
H 13.879 19.087 13.526  0.07
H 14.226 20.200 12.431  0.09
H 14.650 20.655 15.361  0.13
H 16.061 22.686 14.516  0.03
H 14.444 22.919 14.042  0.07
H 15.713 22.361 12.877  0.06
H 16.196 18.952 14.237  0.04
H 16.656 20.067 13.224  0.08
C 13.748 15.131 20.164  -0.05
C 13.445 16.322 21.133  -0.52
C 14.587 16.441 22.127  -0.07
O 13.297 17.489 20.408  -0.02
H 14.554 15.438 19.520  0.06
H 12.950 15.232 19.403  0.07
H 13.822 14.121 20.627  0.10
H 12.555 15.973 21.669  0.12
H 14.391 16.868 23.133  0.08
H 15.467 16.987 21.768  0.08
H 14.988 15.485 22.380  0.06
H 12.906 18.136 20.996  0.10
C 13.920 15.452 14.583  -0.05
C 14.737 16.709 14.993  -0.47
C 14.626 16.853 16.543  -0.03
O 16.034 16.754 14.480  -0.11
H 13.843 15.326 13.452  0.08
H 12.891 15.495 14.958  0.07
H 14.414 14.529 14.870  0.04
H 14.155 17.559 14.536  0.12
H 15.081 16.071 17.086  0.03
H 13.595 16.915 16.783  0.06
H 15.121 17.828 16.878  0.10
H 16.542 16.065 14.999  0.03

The gap between HOMO and LUMO comes out at 9.246 eV. For the LUMO energy, the calculation gives 0.55 eV. The value obtained for the HOMO energy is -8.694 eV. For the energy relative to the best compared isomer or geometry (same formula, charge and spin), the calculation gives 213.22 kJ/mol.